Formula: C4H6N2
Source: OMol25
Level of theory: ωB97M-V/def2-TZVPD

ORCA input file:
```
! wB97M-V def2-TZVPD RIJCOSX def2/J DEFGRID3
* xyz 0 1
N 3.2428 0.0329 -0.0508
C 2.0981 -0.0755 0.0742
C 0.6472 -0.2261 0.2594
C -0.2886 1.0186 0.1633
C -1.2261 0.0197 -0.5094
N -0.1125 -0.7652 -0.8689
H 0.4505 -0.7657 1.2036
H -0.6622 1.4341 1.0919
H 0.1622 1.7916 -0.4727
H -2.2749 -0.2079 -0.4459
H -1.8936 -0.5201 0.6998
H -0.1430 -1.7363 -1.1446
*
```

The maximum force is 3.11 eV/A. For the highest occupied orbital energy, the calculation gives -8.7 eV. The calculation puts the frontier orbital gap at 0.3467 hartree. The LUMO energy comes out at 0.692 eV. The value obtained for the energy above the lowest of the compared OMol25 structures with the same formula, charge and spin is 4.588 eV.